No. 1
ORCA calculation (ωB97M-V/def2-TZVPD) on a molecular structure, C4H4CeO3 in a non-equilibrium geometry.

**Energy**: -23262.0251 eV
**<S²>**: 2.01
**Energy above the lowest of the compared OMol25 structures with the same formula, charge and spin**: 0.0 kcal per mole
**HOMO-LUMO gap (spin up / spin down)**: 3.95 / 5.73 eV

ORCA input file:
```
! RIJCOSX wB97M-V def2-TZVPD def2/J DEFGRID3
* xyz 2 3
O -2.3654 -0.8525 0.5072
C -1.3286 -0.2811 0.9887
O -0.2321 -0.9574 0.3860
O -1.1693 0.7244 1.6269
Ce -1.7252 -2.8107 -0.3121
C 1.2746 0.7099 -0.5113
C 0.6466 1.5111 -1.3362
C 1.1137 -0.3854 0.4510
H -0.4299 1.3989 -1.5270
H 1.1806 2.1936 -2.0033
H 1.8099 -1.2083 0.2437
H 1.2250 -0.0425 1.4863
*
```

=====

No. 2
ORCA calculation (ωB97M-V/def2-TZVPD) on 2 unconnected molecules or ions with the total composition C14H16 in a non-equilibrium geometry.

**Structure (SMILES)**: Cc1ccccc1.Cc1ccccc1
**Energy**: -14775.6627 eV
**Energy above the lowest of the compared OMol25 structures with the same formula, charge and spin**: 48.5 kcal per mole
**HOMO-LUMO gap**: 9.63 eV

ORCA input file:
```
! RIJCOSX wB97M-V def2-TZVPD def2/J DEFGRID3
* xyz 0 1
C -1.2870 -0.5563 2.6995
C 0.0083 2.6359 1.1257
C 1.4266 2.5472 1.4056
C -0.9990 1.7188 1.5879
C -0.4328 0.5375 2.1136
C 1.8369 1.3825 1.9398
C 0.9590 0.3780 2.2632
H -0.3296 3.5184 0.5171
H 2.1378 3.3087 1.2442
H -2.0756 1.9871 1.4491
H 2.8408 1.1762 2.1679
H -1.3216 -0.1797 3.7660
H -0.7672 -1.5412 2.6032
H 1.4392 -0.5329 2.6107
H -2.3181 -0.4367 2.3509
C 2.0579 -0.5779 -1.3918
C -1.4825 -1.6468 -1.0442
C -0.1893 -1.1948 -0.6912
C -1.9505 -1.7066 -2.3396
C 0.6841 -0.9269 -1.7133
C -1.0717 -1.4141 -3.3224
C 0.1857 -0.9460 -3.0583
H -1.9660 -1.9464 -0.1204
H 0.2024 -1.2304 0.3237
H -3.0345 -1.7529 -2.3505
H -1.3195 -1.6547 -4.3623
H 2.3257 -1.1947 -0.5218
H 2.0442 0.4099 -1.0985
H 0.7303 -0.5976 -3.8413
H 2.9369 -0.7160 -2.1853
*
```

=====

No. 3
ORCA calculation (ωB97M-V/def2-TZVPD) on 2 unconnected molecules or ions with the total composition C10H10BrIS in a non-equilibrium geometry.

**Energy**: -99506.1219 eV
**Energy above the lowest of the compared OMol25 structures with the same formula, charge and spin**: 44.9 kcal per mole
**HOMO-LUMO gap (spin up / spin down)**: 6.25 / 6.25 eV

ORCA input file:
```
! RIJCOSX wB97M-V def2-TZVPD def2/J DEFGRID3
* xyz 0 1
C -2.5068 -1.9819 0.0465
C -2.3136 -1.2189 1.1770
C -1.5274 -2.0989 -0.9082
C -1.1222 -0.5197 1.2721
C -0.3532 -1.4285 -0.7973
C -0.2168 -0.5124 0.2504
C 0.9851 0.3391 0.3883
C 2.1573 -0.1443 0.1876
C -0.3693 1.9891 -0.8236
C 0.5577 1.8051 0.3277
S 4.1079 2.0562 -0.1033
Br 3.2189 -1.4434 -0.0969
I 6.0831 0.8141 -0.0985
H -3.4623 -2.4983 -0.0400
H -3.1493 -1.1931 1.8458
H -1.6433 -2.9454 -1.6990
H -1.0118 0.1674 2.1992
H 0.5520 -1.6153 -1.3850
H 0.2286 1.4096 -1.5549
H -1.3072 1.4870 -0.5679
H -0.3563 3.1131 -1.0135
H 0.0002 1.9920 1.2229
H 1.4486 2.4273 0.1707
*
```

=====

No. 4
ORCA calculation (ωB97M-V/def2-TZVPD) on 2 unconnected molecules or ions with the total composition C17H22N3O7.

**Energy**: -36778.9931 eV
**HOMO-LUMO gap**: 8.24 eV

ORCA input file:
```
! RIJCOSX wB97M-V def2-TZVPD def2/J DEFGRID3
* xyz 1 1
C 2.5112 -0.4194 -2.0897
C 1.9587 0.8980 -1.6207
O 2.5511 1.6135 -0.8446
O 0.7713 1.1924 -2.1547
C 0.0301 2.2120 -1.4402
C -1.4123 2.1158 -1.8314
C -1.7570 2.5876 -3.0940
C -3.0714 2.5641 -3.5381
O -3.3599 3.0318 -4.7922
N -2.9678 2.0589 -5.8859
O -3.3804 1.0094 -5.7011
C -4.0857 2.0924 -2.7118
C -3.7456 1.6073 -1.4646
C -2.4196 1.5931 -1.0152
C -2.1821 1.0062 0.3288
O -1.3333 1.3938 1.1122
C -3.1123 -0.1106 0.7057
N -2.5967 -1.1183 1.5215
C -4.3836 -0.0564 0.2885
C -4.8149 1.0673 -0.5653
O -5.9287 1.5332 -0.5424
H 2.0128 -1.2207 -1.5409
H 2.2947 -0.5661 -3.1449
H 3.5787 -0.4431 -1.9038
H 0.4066 3.1841 -1.7589
H 0.2071 2.1356 -0.3759
H -0.9919 2.9967 -3.7406
H -5.1174 2.0848 -3.0310
H -3.0124 -2.0151 1.3054
H -1.5960 -1.2008 1.4175
H -5.1047 -0.8204 0.5477
C 3.2813 -0.8438 3.9247
C 1.9979 -1.3273 3.2701
C 2.0577 -2.7487 2.7096
O 2.8191 -2.7737 1.5222
C 4.1812 -3.2059 1.6379
N 1.7094 -0.4531 2.0782
H 4.0822 -0.7090 3.1962
H 3.1276 0.1091 4.4323
H 3.6136 -1.5654 4.6680
H 1.1626 -1.2187 3.9613
H 1.0476 -3.0727 2.4405
H 2.4361 -3.4416 3.4620
H 4.3003 -3.9019 2.4684
H 4.8537 -2.3572 1.7719
H 4.4383 -3.7123 0.7113
H 1.8564 0.5422 2.2563
H 0.7548 -0.5698 1.7339
H 2.3317 -0.7572 1.3156
*
```

=====

No. 5
ORCA calculation (ωB97M-V/def2-TZVPD) on 2 unconnected molecules or ions with the total composition C4H13N2O in a non-equilibrium geometry.

**Energy**: -9378.4974 eV
**Energy above the lowest of the compared OMol25 structures with the same formula, charge and spin**: 71.2 kcal per mole
**HOMO-LUMO gap**: 9.01 eV

ORCA input file:
```
! RIJCOSX wB97M-V def2-TZVPD def2/J DEFGRID3
* xyz 1 1
C -2.1202 -1.5633 -0.9524
C -1.9160 -0.0836 -0.7359
C -0.4867 0.2190 -0.2769
C -0.0790 1.4064 0.2828
N 1.2562 1.9129 0.6451
N 0.4514 -0.6547 -0.6824
H -2.3435 -2.0150 0.0824
H -1.4370 -2.2691 -1.2459
H -2.9721 -1.8080 -1.7111
H -2.6392 -0.0643 0.1843
H -2.3171 0.5478 -1.5455
H -0.8877 1.9566 0.6864
H 1.2384 2.2314 1.5826
H 1.8468 1.0166 0.6172
H 1.5718 2.6445 0.0629
H 1.4114 -0.5807 -0.4516
H 0.0203 -1.5189 -1.1167
H 2.9408 -1.2598 1.4005
H 3.6618 0.1718 1.6533
O 2.7998 -0.2893 1.5207
*
```

=====

Look up the energy of the third one.
-99506.1219 eV

=====

Which formula does entry 3 have?
C10H10BrIS

=====

The highest energy belongs to which entry?
C4H13N2O

=====

The lowest energy belongs to which entry?
C10H10BrIS